Density functional theory data (the ωB97M-V functional and the def2-TZVPD basis) for 4 unconnected molecules or ions with the total composition C33H43Br6Cl2F9N2O6.

Values from the calculation:
Energy relative to the best compared isomer or geometry (same formula, charge and spin)   0.0 kcal per mole
HOMO energy   -0.3409 Eh
Net charge   0
DFT total energy   -19107.4657 hartree
2S+1   1

CARTESIAN COORDINATES (ANGSTROEM)
1 H -2.31572 -2.96039 -4.70509
2 N -1.66112 -2.99224 -3.92484
3 C -1.28346 -1.81117 -3.67156
4 C -0.29498 -1.56050 -2.56161
5 C 0.16051 -0.11530 -2.32645
6 C 0.64123 0.68180 -3.59287
7 Cl 2.06299 1.72280 -3.22970
8 C 1.04901 -0.18549 -4.80362
9 C 1.49966 0.73887 -5.96607
10 Cl 2.41037 -1.29335 -4.47978
11 O 1.48541 -0.38002 -1.70685
12 C 1.65034 -0.00100 -0.43405
13 O 2.72356 0.08099 0.05377
14 C 0.24004 0.28276 0.14769
15 C -0.15252 -1.06611 0.79162
16 O 0.94382 -1.98555 0.83457
17 C 0.64199 -3.25204 0.48920
18 C 1.72734 -3.91959 -0.28910
19 O -0.37579 -3.79495 0.81173
20 O 0.39185 1.38205 1.01523
21 C 0.92319 1.09906 2.30569
22 C -0.13640 1.04696 3.39894
23 O -0.26491 2.35146 3.94836
24 C -1.59244 2.72484 4.31975
25 C -1.52132 3.51457 5.63159
26 C -0.53201 0.65929 -1.13860
27 C -0.56716 2.21202 -1.26459
28 C -1.55229 2.69953 -2.35843
29 C -1.16717 4.02569 -2.97478
30 F -1.18650 5.03335 -2.07827
31 F 0.10332 3.96205 -3.46250
32 C -2.03663 4.37379 -4.20729
33 F -1.43355 5.39891 -4.84553
34 F -2.05958 3.34330 -5.07930
35 C -3.50446 4.83762 -3.88616
36 F -3.64060 6.12755 -4.23309
37 F -3.80284 4.74185 -2.57906
38 C -4.59570 4.06802 -4.67347
39 F -4.48297 4.27646 -5.97471
40 F -4.58248 2.76999 -4.39686
41 F -5.78036 4.55173 -4.29024
42 C -2.03201 0.34601 -0.96393
43 C -2.63865 0.59895 0.26952
44 C -4.00151 0.33409 0.40699
45 C -4.66095 -0.12593 -0.72881
46 C -3.98415 -0.34929 -1.91319
47 N -2.67000 -0.11029 -2.03635
48 H -1.65916 -0.95408 -4.23097
49 H 0.60606 -2.11484 -2.80895
50 H -0.69554 -2.01742 -1.66039
51 H -0.10437 1.37002 -3.97239
52 H 0.21113 -0.73665 -5.21226
53 H 2.57823 0.80005 -6.01786
54 H 1.13090 0.31019 -6.89795
55 H 1.03592 1.71953 -5.88787
56 H -0.49747 -0.91890 1.81147
57 H -1.00102 -1.52270 0.29102
58 H 1.85453 -3.45660 -1.26565
59 H 1.51381 -4.97567 -0.39034
60 H 2.66357 -3.75697 0.24598
61 H 1.56087 1.94069 2.56850
62 H 1.57355 0.22877 2.33104
63 H 0.20137 0.37710 4.20256
64 H -1.08603 0.64890 3.03398
65 H -1.98361 3.37673 3.53492
66 H -2.20601 1.83372 4.44445
67 H -0.50132 3.84782 5.79590
68 H -2.20893 4.35500 5.61409
69 H -1.77245 2.84423 6.45201
70 H 0.41925 2.65631 -1.35951
71 H -0.97559 2.62582 -0.34931
72 H -2.51101 2.89154 -1.87470
73 H -1.75227 1.95630 -3.12205
74 H -2.08831 0.99088 1.11222
75 H -4.52466 0.51308 1.33262
76 H -5.72619 -0.31375 -0.68650
77 H -4.51052 -0.69886 -2.79065
78 Br 1.78420 -1.96153 4.18652
79 C 3.71750 -2.07439 3.97533
80 C 4.42849 -1.01565 4.77060
81 Br 4.29825 0.73679 3.93599
82 H 3.91863 -2.00900 2.91025
83 H 3.99101 -3.06304 4.33755
84 H 5.49220 -1.23962 4.81286
85 H 4.03859 -0.91179 5.77787
86 Br -5.61943 -4.67641 2.47652
87 C -3.69522 -4.65900 2.17505
88 C -3.01752 -3.57783 2.96851
89 Br -3.31271 -1.82433 2.16471
90 H -3.54464 -4.54862 1.10640
91 H -3.34314 -5.63748 2.49164
92 H -1.93895 -3.72348 2.95467
93 H -3.36716 -3.52251 3.99449
94 Br 7.28221 -2.67111 2.08542
95 C 8.63943 -2.39514 3.44910
96 C 8.79709 -3.60600 4.32805
97 Br 7.33125 -3.76341 5.60008
98 H 8.35095 -1.50936 4.00565
99 H 9.55959 -2.19616 2.90463
100 H 9.69681 -3.52247 4.93331
101 H 8.82345 -4.53186 3.76352

=====

Density functional theory data (the ωB97M-V functional and the def2-TZVPD basis) for a molecular structure, C7H11Br12NO.

Values from the calculation:
Energy relative to the best compared isomer or geometry (same formula, charge and spin)   0.0 kcal per mole
HOMO energy   -0.3570 Eh
Net charge   0
DFT total energy   -31291.4542 hartree
2S+1   1

CARTESIAN COORDINATES (ANGSTROEM)
1 C -0.04895 0.46975 -4.41574
2 C 1.26569 1.02878 -4.81899
3 O 1.56452 2.13956 -4.47896
4 N 2.11084 0.25568 -5.56670
5 C 1.79566 -1.00317 -6.23633
6 H -0.80256 1.16354 -4.77735
7 H -0.05825 0.43101 -3.33384
8 H -0.26502 -0.52018 -4.81262
9 H 2.90933 0.77426 -5.89891
10 H 1.33762 -1.71296 -5.55517
11 H 2.71666 -1.43725 -6.60756
12 H 1.11866 -0.85495 -7.08690
13 C 1.03193 -0.63760 5.84093
14 Br 2.90788 -0.56472 6.18265
15 Br 0.11716 0.84614 6.60696
16 Br 0.30145 -2.28592 6.48526
17 H 0.88593 -0.59803 4.77663
18 C -2.97279 2.28211 3.96602
19 Br -4.15748 3.32064 2.86104
20 Br -3.77226 0.62967 4.44885
21 Br -2.45124 3.31303 5.49817
22 H -2.08596 2.07838 3.40055
23 C -1.94829 -2.70677 1.77654
24 Br -0.19596 -2.87726 1.06350
25 Br -2.84134 -1.11971 1.22983
26 Br -1.94932 -2.86320 3.69907
27 H -2.53891 -3.53363 1.43656
28 C 1.09073 0.70707 0.85227
29 Br 2.60212 -0.26248 1.52166
30 Br 1.34668 1.25131 -0.95441
31 Br 0.75448 2.22263 1.98529
32 H 0.23099 0.06426 0.91172

=====

Density functional theory data (the ωB97M-V functional and the def2-TZVPD basis) for a molecular structure, CH4BNO2.

Values from the calculation:
Energy relative to the best compared isomer or geometry (same formula, charge and spin)   78.0 kcal per mole
HOMO energy (spin up / spin down)   -0.3577 / -0.3429 Eh
Net charge   0
DFT total energy   -270.4023 hartree
2S+1   1

CARTESIAN COORDINATES (ANGSTROEM)
1 B 1.62498 -1.63537 -0.15886
2 C -1.25233 1.71880 -0.07090
3 N -1.38692 0.62843 0.47014
4 O -0.91734 -0.52557 0.48910
5 O 2.02673 -0.68923 0.50994
6 H 1.95056 -2.68956 -0.80001
7 H 0.23233 -1.22897 -0.28394
8 H -1.98568 2.40868 0.32423
9 H -0.29233 2.01280 -0.47971

=====

Density functional theory data (the ωB97M-V functional and the def2-TZVPD basis) for 12 unconnected molecules or ions with the total composition C5H33NO13.

Values from the calculation:
Energy relative to the best compared isomer or geometry (same formula, charge and spin)   116.1 kcal per mole
HOMO energy   -0.3517 Eh
Net charge   0
DFT total energy   -1243.0841 hartree
2S+1   1

CARTESIAN COORDINATES (ANGSTROEM)
1 C 2.39729 -0.39718 -0.51864
2 C 1.06480 -0.20753 0.19374
3 C 0.26646 1.04517 0.02741
4 C -1.06275 0.88457 -0.69184
5 N -1.68930 -0.34249 -0.46796
6 C -2.01630 2.02474 -0.34691
7 O -2.54937 2.22321 0.72751
8 O -2.07985 2.92624 -1.31710
9 H 3.07249 0.39447 -0.03961
10 H 2.61880 -0.62520 -1.59100
11 H 2.93289 -1.27384 -0.02815
12 H 1.21025 -0.52494 1.29331
13 H 0.48039 -1.02106 -0.29019
14 H 0.88474 1.80079 -0.54929
15 H 0.22097 1.49512 1.00302
16 H -0.97685 0.74565 -1.82829
17 H -1.13711 -1.20312 -0.73602
18 H -2.04596 -0.48527 0.44284
19 H -2.59111 3.81816 -1.19199
20 O 0.04890 -4.28644 -0.35968
21 H 0.40581 -4.73234 0.34699
22 H -0.46279 -3.57235 0.07395
23 O 2.98192 3.20938 -0.46750
24 H 2.73928 3.50508 -1.31753
25 H 3.92433 3.48764 -0.38577
26 O 0.83782 3.14158 -2.06398
27 H -0.03577 3.33497 -1.59183
28 H 0.75262 2.27837 -2.34008
29 O -3.38105 -0.57476 -3.07506
30 H -3.20922 0.29776 -3.42338
31 H -3.19649 -0.56379 -2.10185
32 O 1.40025 -2.51433 -1.92497
33 H 1.11109 -2.94543 -1.09536
34 H 1.23436 -3.12646 -2.52112
35 O -1.79242 0.93208 3.19072
36 H -1.80198 1.33248 2.30460
37 H -2.69859 0.76732 3.42348
38 O -0.42450 -3.38523 2.35778
39 H -0.27304 -3.73972 3.10499
40 H -0.06919 -2.40180 2.51558
41 O 0.33167 -0.81212 3.36524
42 H 0.85128 0.05027 3.19487
43 H -0.53886 -0.44916 3.51605
44 O -2.90331 -2.50817 1.75360
45 H -3.51991 -2.94277 2.22138
46 H -2.14921 -2.97541 1.47240
47 O 1.22838 0.85322 -3.27609
48 H 0.82127 -0.03900 -2.99251
49 H 2.11539 0.66857 -3.08520
50 O 2.11907 1.90218 1.92260
51 H 2.48066 1.69365 1.05239
52 H 2.07176 2.83726 2.11446

=====

Density functional theory data (the ωB97M-V functional and the def2-TZVPD basis) for a molecular structure, C30H28MoN9O2S.

Values from the calculation:
HOMO energy (spin up / spin down)   -0.3601 / -0.3677 Eh
Net charge   +1
DFT total energy   -2269.3508 hartree
2S+1   3

CARTESIAN COORDINATES (ANGSTROEM)
1 Mo 0.51987 0.84693 -1.30243
2 C 1.62200 -5.67732 -2.78237
3 C 1.56480 -4.35425 -2.08426
4 C 0.92368 -4.22624 -0.85391
5 C 0.84259 -2.97929 -0.22833
6 C 1.39852 -1.81419 -0.79545
7 N 1.32494 -0.63590 -0.14039
8 C 2.02756 -0.37717 0.99308
9 C 2.90585 -1.32599 1.57418
10 C 3.52898 -1.14309 2.81171
11 C 3.31537 0.02093 3.53372
12 C 3.98379 0.23629 4.85513
13 C 2.51827 1.01884 2.96071
14 C 1.87659 0.85661 1.70033
15 N 1.10248 1.99882 1.23598
16 C 0.52852 2.96559 2.07219
17 C 0.02273 3.97108 1.28682
18 C 0.30586 3.56081 -0.01740
19 N 0.96220 2.40890 -0.06486
20 C 1.96961 -1.93285 -2.08578
21 C 2.07601 -3.20328 -2.69837
22 N 2.44821 -0.79614 -2.81868
23 C 3.48676 -0.80225 -3.74704
24 C 3.60726 0.47247 -4.24165
25 C 2.57559 1.18421 -3.61746
26 N 1.83171 0.42013 -2.82613
27 H 1.56211 -6.50403 -2.06655
28 H 0.79055 -5.76504 -3.48871
29 H 2.56524 -5.78752 -3.32748
30 H 0.47900 -5.08551 -0.36274
31 H 0.34673 -2.89933 0.73795
32 H 3.10130 -2.26271 1.05553
33 H 4.16843 -1.93199 3.19412
34 H 4.18987 -0.71839 5.35118
35 H 4.92768 0.77212 4.71799
36 H 3.33937 0.81450 5.52591
37 H 2.44069 1.95810 3.49964
38 H 0.50634 2.82206 3.14012
39 H -0.49142 4.86128 1.61306
40 H 0.07049 4.05156 -0.95120
41 H 2.50190 -3.29711 -3.69242
42 H 4.07956 -1.69012 -3.90071
43 H 4.34600 0.83851 -4.93785
44 H 2.31363 2.22842 -3.70991
45 N -6.14685 2.98531 3.33564
46 C -5.14867 2.21682 2.71171
47 C -3.80809 2.37678 3.08001
48 C -2.81972 1.54800 2.54409
49 C -3.18261 0.52663 1.66500
50 C -4.52119 0.30071 1.35266
51 C -5.50152 1.13861 1.89119
52 S -1.89191 -0.57811 1.02164
53 O -2.62098 -1.80774 0.70595
54 O -1.03211 -0.71661 2.20280
55 N -1.17695 0.17522 -0.18191
56 C -1.76305 0.30778 -1.50129
57 N -3.09816 0.17799 -1.52622
58 C -3.72625 0.27037 -2.71524
59 C -3.11053 0.52331 -3.92072
60 C -1.75146 0.69576 -3.88172
61 N -1.03867 0.61555 -2.75220
62 H -5.80914 3.90019 3.61502
63 H -6.99425 3.03712 2.78056
64 H -3.51739 3.14672 3.78741
65 H -1.77770 1.67787 2.82223
66 H -4.79059 -0.52328 0.69832
67 H -6.54232 0.93890 1.65856
68 H -4.80029 0.12276 -2.66123
69 H -3.66870 0.58258 -4.84232
70 H -1.17840 0.90439 -4.77704
71 H 0.91030 2.35792 -2.23016

=====

Density functional theory data (the ωB97M-V functional and the def2-TZVPD basis) for C5H8OS2 in the gas phase.

Values from the calculation:
Energy relative to the best compared isomer or geometry (same formula, charge and spin)   81.4 kcal per mole
HOMO energy   -0.3322 Eh
Net charge   0
DFT total energy   -1066.8017 hartree
2S+1   1

CARTESIAN COORDINATES (ANGSTROEM)
1 C -1.83947 -0.84857 -0.81173
2 C -1.48357 0.44862 -0.09866
3 C -0.67617 0.35575 1.24175
4 S 0.92719 -0.59767 0.93668
5 C 1.96981 0.52690 0.14724
6 S 1.64442 2.00583 0.03142
7 C 3.10888 -0.33472 -0.39491
8 O 3.43835 -1.50196 0.06275
9 H -1.13653 -1.44471 -1.21811
10 H -2.38144 -1.43556 -0.09055
11 H -2.43474 -0.33661 -1.65445
12 H -0.79857 1.22955 -0.69491
13 H -2.65843 0.78578 0.16241
14 H -0.28661 1.22529 1.82385
15 H -1.04118 -0.25986 2.01902
16 H 3.64806 0.18195 -1.46182